[1]
The following is a quantum chemistry calculation of 4 unconnected molecules or ions with the total composition CH11N3O3, from OMol25.

Structure (XYZ):
```
18
Properties=species:S:1:pos:R:3:forces:R:3
N -1.8610 -0.2351 0.2814 0.4 -0.9 0.3
C -0.9827 -1.4752 -0.0536 -2.1 1.5 1.3
N -0.6469 -1.5862 -1.4113 0.8 1.5 1.1
N 0.2056 -1.2252 0.7247 0.7 -1.5 -2.5
H -2.5968 0.0703 -0.3988 0.8 -0.8 1.3
H -2.0345 -0.2454 1.3405 -0.3 0.0 -2.4
H -0.7698 -2.4918 -1.8600 -0.4 -0.3 0.4
H -1.4627 -2.3402 0.4160 -0.2 -0.3 -0.3
H 0.9719 -1.6841 0.1934 0.3 0.4 1.2
H 0.2579 1.9751 -0.3681 -0.2 -0.8 -0.9
H -0.2329 0.6678 -1.1779 1.0 2.0 -0.2
O 0.1802 1.5790 -1.3189 -0.9 -1.2 0.7
H 2.6595 0.7769 -0.8356 -0.6 0.2 0.9
H 0.4059 -0.2665 0.9622 0.3 1.0 -0.1
O 2.5403 0.6023 0.1172 0.7 -0.9 -0.5
H 0.8838 2.7887 1.6680 -0.5 -1.9 -1.0
H 1.8179 1.1696 0.5226 0.3 0.6 -0.3
O 0.6642 1.9198 1.1982 0.0 1.4 1.2
```
Positions in Å, forces in eV/Å.

The total energy comes out at -434.39969 Ha. Its highest occupied orbital energy is -8.84 eV. Its frontier orbital gap is 3.783 eV.

---

[2]
The following is a quantum chemistry calculation of a molecular structure, C6H10N, from OMol25.

Structure (XYZ):
```
17
Properties=species:S:1:pos:R:3:forces:R:3
C -2.2500 -0.0062 0.5106 1.3 -2.2 -0.4
C -1.4284 1.1622 0.4175 -0.6 0.5 0.2
C -1.7246 -1.1288 -0.0698 5.9 6.6 0.3
C -0.0129 0.7691 0.3839 -1.0 -0.5 -1.0
C 0.0503 -0.5206 -0.5220 -0.8 -0.8 -0.4
C 1.2247 -1.4639 -0.1658 -1.9 -1.4 0.3
N 0.9115 1.9250 -0.0872 2.2 0.5 -0.2
H -3.2241 -0.1895 0.9137 -0.7 1.1 0.2
H -2.0844 -2.0463 -0.2237 -1.4 -3.4 -1.0
H 0.3416 0.4772 1.3460 0.2 0.0 1.0
H 0.2374 -0.2493 -1.6083 -1.2 -0.1 1.1
H 2.2289 -1.2056 -0.4530 0.2 0.7 -0.3
H 1.0617 -2.4892 -0.5739 0.0 0.8 0.0
H 1.1766 -1.6156 0.8995 0.4 -0.1 0.6
H 1.9838 1.6529 0.0828 -2.9 0.8 -0.6
H 0.7623 2.9525 0.2590 -0.2 -2.5 -0.2
H 0.7458 1.9761 -1.1094 0.4 0.1 0.5
```
Positions in Å, forces in eV/Å.

The total energy comes out at -288.91152 Ha. Its highest occupied orbital energy (alpha / beta) is -12.71 / -12.80 eV. Its frontier orbital gap (alpha / beta) is 7.694 / 7.746 eV. The charge is +1.

---

[3]
The following is a quantum chemistry calculation of a molecular structure, C68H82AgCl3F6N10O4, from OMol25.

Structure (XYZ):
```
174
Properties=species:S:1:pos:R:3:forces:R:3
Ag -0.1546 0.3078 0.3375 -0.5 0.1 0.0
C 0.2645 4.0707 1.0808 -2.3 -1.1 -1.2
O 0.9142 5.0488 0.3045 2.0 1.0 -0.4
O 0.6455 2.8366 0.6232 0.3 1.0 1.4
C 0.2544 4.3404 2.6585 1.3 1.9 -2.2
F 1.4549 4.8141 2.9751 2.1 -0.1 0.6
F -0.5574 5.2581 3.1578 -1.4 1.1 -0.9
F -0.0094 3.3077 3.3723 0.0 -3.3 1.3
C 0.4358 6.3905 0.2290 -0.8 0.1 1.0
C 1.0624 7.1305 -0.8641 0.9 -0.3 -1.5
H 0.7414 6.8510 -1.8675 -0.3 -0.1 -0.1
H 0.8330 8.1873 -0.7276 0.6 0.0 -0.1
H 2.1105 6.8343 -0.8204 0.4 0.9 -0.1
H 0.7179 6.9967 1.0899 -0.3 -0.5 0.7
H -0.6382 6.4761 0.0638 -0.4 -0.6 0.6
H -0.7476 4.3661 0.8039 -1.3 -0.8 0.3
C -5.7173 -5.2527 1.6023 -2.7 0.5 3.5
O -5.5444 -3.8890 1.1052 0.3 0.1 -1.1
O -7.0309 -5.3735 2.0638 3.4 -0.3 -2.1
C -5.0047 -6.3046 0.6457 -3.3 0.2 -1.1
F -5.2978 -6.0281 -0.6547 1.2 1.6 -1.1
F -3.6579 -6.3733 0.7771 -0.2 -0.1 0.0
F -5.5626 -7.5042 0.6819 0.8 -0.9 1.8
C -4.2445 -3.3564 1.0398 -0.3 -0.4 -0.8
C -4.2394 -2.3383 -0.0540 -0.1 1.1 0.0
H -3.3140 -1.7625 -0.0683 0.3 0.0 0.0
H -4.3939 -2.7769 -1.0398 -0.3 0.0 0.2
H -5.0265 -1.6142 0.1563 -0.3 0.1 -0.4
H -3.4758 -4.0585 0.7166 0.1 -0.5 0.7
H -3.9735 -2.8674 1.9755 0.4 -0.2 0.4
H -5.0901 -5.2269 2.4934 1.0 -0.5 0.4
C 6.9203 5.3123 -2.0511 -0.7 -0.2 -0.4
N 6.1521 4.7281 -0.9431 -2.2 -1.0 0.6
C 6.7935 4.2694 0.1526 -0.8 -0.4 -0.4
C 6.0877 3.5867 1.1407 0.3 -0.1 -0.5
C 4.7102 3.3653 1.0422 0.3 -0.5 -0.1
C 4.0458 3.8262 -0.0908 1.1 1.4 -0.9
C 4.7840 4.5649 -1.0558 0.7 -1.4 1.1
C 4.0062 2.5494 2.0874 -0.6 -1.0 -0.2
C 4.0358 2.9622 3.4259 -0.7 0.1 -0.3
C 3.1671 2.3611 4.2985 -1.9 -2.2 -1.0
N 2.3541 1.2702 3.8477 1.5 0.9 1.6
C 2.4712 0.7473 2.6520 0.1 0.5 -0.7
C 3.2566 1.3934 1.7530 1.7 2.0 -1.6
C 1.3442 0.6470 4.7232 0.9 1.1 1.5
H 6.3813 5.1273 -2.9803 -0.3 0.3 0.1
H 7.8229 4.7179 -2.1920 0.4 0.8 0.5
H 6.9353 6.3784 -1.8242 0.9 -0.1 -0.5
H 7.8664 4.3673 0.0765 0.1 0.0 0.5
H 6.6356 3.0495 1.9007 0.1 0.5 0.2
H 2.9842 3.6758 -0.2210 -0.4 0.0 0.1
H 4.3441 4.8607 -1.9968 0.0 0.3 0.1
H 4.5460 3.8740 3.6993 0.1 -0.1 0.3
H 2.9318 2.6874 5.3007 0.2 0.0 0.1
H 1.8595 -0.0830 2.3313 -0.3 -0.2 0.3
H 3.2481 1.0861 0.7177 -0.1 -0.3 -0.1
H 0.8705 1.5388 5.1336 -1.2 -0.6 -0.2
H 1.8363 0.2200 5.5970 0.2 -0.2 -0.1
H 0.7905 -0.1395 4.2104 -0.4 0.5 -0.2
C 5.5288 -1.5493 -6.8331 -0.3 0.8 -1.0
N 4.3043 -0.9035 -6.3306 -0.9 -0.3 1.8
C 3.9389 0.3250 -6.7205 -0.4 0.1 0.9
C 2.8726 0.9649 -6.0928 0.6 0.3 0.2
C 2.2273 0.4027 -5.0033 -0.6 -0.3 0.6
C 2.6490 -0.8581 -4.5485 0.8 -1.7 -2.1
C 3.6508 -1.5582 -5.2950 -0.7 2.7 -0.2
C 1.1282 1.2185 -4.3182 1.5 -0.9 1.0
C 1.3670 1.7339 -3.0485 1.2 -0.7 -1.1
C 0.6182 2.7714 -2.5810 -0.7 1.1 -0.1
N -0.4939 3.1785 -3.2341 0.4 -0.5 -2.1
C -0.8301 2.5940 -4.4684 1.2 -0.3 2.3
C -0.0121 1.5654 -4.9713 -1.5 1.6 -1.0
C -1.2521 4.3815 -2.7937 -1.1 -0.4 -0.2
H 6.2440 -1.5802 -6.0111 -0.1 -0.7 -0.2
H 5.9317 -0.8877 -7.6000 0.1 -0.2 0.0
H 5.1729 -2.4555 -7.3232 0.8 -0.3 0.3
H 4.5618 0.8466 -7.4321 0.0 -0.2 -0.3
H 2.6827 2.0027 -6.3236 -0.2 0.0 -0.5
H 2.1225 -1.4515 -3.8157 0.1 0.4 0.5
H 4.0242 -2.5520 -5.0968 -0.2 0.0 0.2
H 2.3006 1.4196 -2.6057 -0.2 0.2 0.6
H 1.0027 3.4269 -1.8137 -0.6 -0.2 0.8
H -1.7021 3.0176 -4.9445 0.0 -0.2 -0.1
H -0.1501 1.1619 -5.9635 -0.5 0.1 -0.1
H -2.2983 4.0834 -2.7261 0.0 -0.3 0.4
H -1.2902 5.1428 -3.5729 0.7 0.1 0.1
H -0.9444 4.7542 -1.8167 0.3 -0.2 -0.3
C -0.5913 -4.9159 -1.7524 -0.2 0.5 0.5
N -1.5187 -3.8860 -2.3051 0.9 0.6 -0.8
C -1.0824 -2.6192 -2.5811 -1.2 0.8 -0.9
C -1.9102 -1.6857 -3.2540 0.0 -1.3 1.1
C -3.2103 -2.0565 -3.6044 0.2 -0.6 -0.6
C -3.6039 -3.3860 -3.3489 1.2 0.4 -0.6
C -2.7092 -4.2945 -2.7495 -2.3 1.4 0.1
C -4.0940 -1.0918 -4.3705 0.3 -1.3 0.7
C -4.9904 -1.5806 -5.3348 -0.7 1.3 0.7
C -5.9216 -0.6929 -5.8862 0.6 -1.0 0.8
N -5.9433 0.6127 -5.5520 2.2 -1.2 0.4
C -4.9743 1.1133 -4.7214 0.4 -1.7 0.2
C -4.0455 0.2591 -4.0657 -2.0 1.9 -1.6
C -6.6805 1.5100 -6.3985 0.2 0.9 -1.2
H -1.0595 -5.3723 -0.8804 -0.2 -0.2 -0.2
H 0.3070 -4.4216 -1.3824 -0.1 0.1 -0.4
H -0.3733 -5.6480 -2.5300 0.0 0.1 0.2
H -0.0765 -2.3092 -2.3396 0.1 -0.4 0.5
H -1.5928 -0.6741 -3.4595 0.4 -0.1 0.2
H -4.5475 -3.7221 -3.7525 -0.1 -0.3 0.5
H -3.1339 -5.2503 -2.4803 0.6 -0.5 0.0
H -5.0788 -2.6331 -5.5605 0.1 0.0 -0.2
H -6.6727 -1.0784 -6.5598 -0.1 0.3 -0.1
H -4.9063 2.1853 -4.6086 -0.4 0.0 0.0
H -3.3921 0.7975 -3.3952 0.3 -0.6 0.5
H -7.2620 2.1993 -5.7863 -0.1 0.0 -0.5
H -7.1792 0.9785 -7.2089 -0.8 -0.2 0.7
H -5.8911 1.9614 -6.9995 -0.2 1.0 0.2
C 9.9393 0.8683 2.9424 -0.1 -1.4 0.4
N 8.7640 -0.0216 2.5811 -0.9 -0.5 -1.0
C 8.9252 -1.2357 1.9803 1.3 1.4 1.1
C 7.8928 -2.0577 1.6055 0.0 -0.3 -0.5
C 6.6188 -1.7153 1.9411 -2.0 2.2 1.1
C 6.4244 -0.4431 2.6182 0.2 -1.6 -1.0
C 7.4806 0.3885 2.8396 0.9 -0.5 0.7
C 5.3787 -2.5042 1.6309 -0.3 0.7 2.1
C 4.2103 -2.3899 2.4361 0.5 -0.4 -1.0
C 3.0722 -3.1358 2.1096 1.8 1.2 0.8
N 3.1496 -3.9917 1.0957 -0.9 -0.4 0.8
C 4.2729 -4.1433 0.3572 -2.3 -0.7 0.1
C 5.3858 -3.4170 0.6226 0.7 -0.6 -1.2
C 1.9462 -4.8407 0.8852 -0.6 -0.1 -1.2
H 10.1508 0.5898 3.9748 0.0 0.6 0.2
H 9.7005 1.9214 2.7936 0.0 -0.3 0.1
H 10.8269 0.5437 2.3994 -0.3 0.2 -0.4
H 9.9512 -1.5662 1.9144 0.1 0.1 -0.4
H 8.1167 -2.9337 1.0149 0.2 -0.2 0.3
H 5.4264 -0.1452 2.9039 0.1 0.2 0.0
H 7.3703 1.3182 3.3780 0.1 0.2 -0.1
H 4.2100 -1.7937 3.3367 -0.1 0.1 -0.1
H 2.1833 -3.0103 2.7100 -0.4 -0.4 -0.3
H 4.0664 -4.8613 -0.4227 0.9 -0.1 -0.2
H 6.2671 -3.5939 0.0240 0.0 0.0 -0.1
H 1.9461 -5.1257 -0.1668 0.0 -0.1 0.1
H 1.0311 -4.2790 1.0727 0.2 0.5 0.1
H 1.8560 -5.7513 1.4776 0.8 0.1 0.3
C -2.6285 1.8939 2.6680 1.7 0.8 -0.6
N -3.6478 1.0793 3.2541 0.4 2.6 2.9
C -4.0512 1.3880 4.5317 -0.9 -2.0 -0.5
C -5.0199 0.5437 5.0918 1.2 1.6 1.6
C -5.5204 -0.5018 4.4083 -1.5 -1.6 -1.5
C -5.1244 -0.6377 3.0906 -1.6 -1.9 -0.2
C -4.1230 0.0848 2.5736 0.1 -0.5 -1.6
C -6.5854 -1.4212 4.9445 -0.8 -1.6 -0.3
C -7.5243 -0.9943 5.8673 -0.5 0.4 0.6
C -8.5195 -1.8327 6.3592 1.4 0.9 -1.2
N -8.6055 -3.0838 5.8687 -2.4 0.1 1.8
C -7.8468 -3.5881 4.9141 1.7 1.7 -0.1
C -6.7843 -2.7559 4.4873 0.7 0.1 -0.4
C -9.6495 -3.9899 6.4946 0.7 0.5 0.1
H -1.7516 1.2525 2.5797 0.3 0.2 0.0
H -2.4122 2.7732 3.2749 -0.1 -0.3 0.2
H -2.8388 2.2601 1.6631 -0.5 -0.3 0.0
H -3.5104 2.1431 5.0828 -0.2 0.2 -0.3
H -5.3851 0.6085 6.1061 0.5 0.7 0.2
H -5.6709 -1.3140 2.4500 0.3 -0.5 -0.1
H -3.6688 -0.0900 1.6095 -0.2 0.1 -0.3
H -7.5162 0.0294 6.2115 -0.1 0.1 0.2
H -9.2119 -1.3992 7.0656 -0.3 -0.7 0.1
H -8.1110 -4.5966 4.6323 0.7 -0.1 -0.7
H -6.0362 -3.1503 3.8157 -0.3 -0.4 -0.4
H -10.5840 -3.9396 5.9357 0.3 -0.3 -0.2
H -9.8288 -3.6264 7.5065 0.1 -0.1 -0.1
H -9.1548 -4.9601 6.5385 -0.6 -0.1 0.0
Cl -2.5971 1.0301 -0.9010 0.7 -0.1 -0.1
Cl 1.8775 -1.0081 -0.8420 0.1 0.1 -0.1
Cl -0.6896 -1.7985 2.2200 0.6 0.7 -0.3
```
Positions in Å, forces in eV/Å.

The total energy comes out at -5613.24872 Ha. Its highest occupied orbital energy is -14.25 eV. Its frontier orbital gap is 0.994 eV. The charge is +6.